(1)
Formula: C4H13NO2
Source: the Open Molecules 2025 dataset
Level of theory: the ωB97M-V functional and the def2-TZVPD basis

As for the frontier orbital gap (spin up / spin down): 3.69 / 6.35 eV. Its multiplicity is 2. Its charge is -1. As for the expectation value of S²: 0.755.

Cartesian coordinates (Å):
1 O -2.488 -0.133 0.801
2 O -0.888 1.374 2.580
3 N 0.989 1.059 -0.068
4 C -0.625 -2.095 -1.501
5 C 0.634 -0.247 -0.341
6 C -0.275 -0.603 -1.430
7 C 2.461 1.275 0.235
8 H -0.974 0.219 -1.523
9 H 2.743 0.611 1.000
10 H -1.801 0.324 0.301
11 H -1.173 -2.298 -2.410
12 H 2.405 2.275 0.630
13 H -1.299 -2.361 -0.748
14 H -1.775 1.321 2.398
15 H 0.230 -2.712 -1.666
16 H -0.332 1.184 1.818
17 H 0.527 1.665 -0.657
18 H 0.818 -0.904 0.480
19 H 3.197 1.119 -0.538
20 H -2.375 -1.073 0.639



(2)
Formula: C4H13NO2
Source: the Open Molecules 2025 dataset
Level of theory: the ωB97M-V functional and the def2-TZVPD basis

As for the frontier orbital gap (spin up / spin down): 2.75 / 9.43 eV. Its multiplicity is 2. Its charge is -1. As for the expectation value of S²: 0.750.

Cartesian coordinates (Å):
1 O -0.821 -0.563 -2.718
2 O 2.690 3.537 -0.540
3 N 0.602 -0.148 0.127
4 C -0.490 0.573 0.775
5 C -1.657 -0.476 0.839
6 C 0.653 -1.550 0.635
7 C -0.862 -1.841 0.825
8 H -0.228 -0.761 -1.965
9 H -0.247 1.124 1.701
10 H 1.118 -2.025 -0.229
11 H -1.187 -2.479 -0.007
12 H 1.283 -1.612 1.516
13 H -0.826 1.253 -0.015
14 H -0.309 0.007 -3.292
15 H -2.312 -0.224 -0.009
16 H -2.177 -0.292 1.791
17 H 1.743 3.391 -0.340
18 H 1.454 0.305 0.453
19 H -1.001 -2.277 1.809
20 H 2.573 4.057 -1.356



(3)
Formula: C4H13NO2
Source: the Open Molecules 2025 dataset
Level of theory: the ωB97M-V functional and the def2-TZVPD basis

As for the frontier orbital gap (spin up / spin down): 1.85 / 7.82 eV. Its multiplicity is 2. Its charge is -1. As for the expectation value of S²: 0.750.

Cartesian coordinates (Å):
1 O -2.851 -3.671 -1.592
2 O 1.622 2.331 1.512
3 N 0.883 -0.206 -0.194
4 C 0.223 2.177 1.678
5 C -0.435 0.263 0.123
6 C 1.456 -1.305 -0.963
7 C -0.489 1.782 0.395
8 H 1.921 2.884 0.779
9 H -2.059 -4.018 -1.146
10 H 0.190 1.357 2.399
11 H -3.138 -4.345 -2.228
12 H -0.707 -0.186 1.095
13 H -1.529 2.104 0.350
14 H 0.650 -1.834 -1.466
15 H 1.952 -1.998 -0.293
16 H -0.251 3.067 2.106
17 H 2.154 -0.923 -1.712
18 H -0.006 2.215 -0.488
19 H 1.610 0.338 0.240
20 H -1.197 -0.034 -0.596



(4)
Formula: C4H13NO2
Source: the Open Molecules 2025 dataset
Level of theory: the ωB97M-V functional and the def2-TZVPD basis

As for the frontier orbital gap (spin up / spin down): 2.48 / 9.43 eV. Its multiplicity is 2. Its charge is -1. As for the expectation value of S²: 0.750.

Cartesian coordinates (Å):
1 O 1.531 -0.469 -1.784
2 O -0.254 2.944 -0.524
3 N -0.712 0.398 0.669
4 C 1.269 -0.562 -0.414
5 C -0.834 0.157 2.099
6 C -0.235 -0.735 -0.184
7 C -0.738 -2.147 -0.047
8 H 0.063 -0.360 2.504
9 H -0.601 -0.400 -1.217
10 H -1.129 -2.541 -1.021
11 H -0.937 1.083 2.607
12 H 1.628 0.161 0.281
13 H 2.493 -0.340 -1.845
14 H 1.794 -1.434 -0.030
15 H -1.576 -2.189 0.637
16 H -1.641 0.809 0.366
17 H -1.795 -0.417 2.318
18 H -0.311 2.117 -0.132
19 H -0.081 3.481 0.279
20 H 0.087 -2.832 0.313



(5)
Formula: C4H13NO2
Source: the Open Molecules 2025 dataset
Level of theory: the ωB97M-V functional and the def2-TZVPD basis

As for the frontier orbital gap: 9.59 eV. As for the structure (SMILES): CN[C@H](C)CO.O. Its charge is 0.

Cartesian coordinates (Å):
1 O 0.792 -1.834 3.141
2 O -2.331 -0.826 -1.483
3 N 0.273 0.505 0.801
4 C -0.192 -0.484 -0.257
5 C 0.751 1.902 0.308
6 C 0.782 -0.521 -1.502
7 C -1.565 0.193 -0.843
8 H -2.174 0.490 -0.034
9 H 0.674 -2.126 2.182
10 H -1.552 0.925 -1.665
11 H -0.217 2.442 0.443
12 H 1.176 2.018 -0.658
13 H 0.365 0.076 -2.321
14 H 0.974 -1.498 -1.872
15 H 1.731 -0.127 -1.384
16 H 1.515 2.414 0.918
17 H 1.250 -1.091 3.341
18 H -0.224 -1.381 0.375
19 H -3.041 -1.226 -0.886
20 H 1.012 0.151 1.397



(6)
Formula: C4H13NO2
Source: the Open Molecules 2025 dataset
Level of theory: the ωB97M-V functional and the def2-TZVPD basis

As for the frontier orbital gap: 9.10 eV. As for the structure (SMILES): C1CCNC1.O.O. Its charge is 0.

Cartesian coordinates (Å):
1 O 0.459 1.234 -3.424
2 O -2.557 -1.536 -1.911
3 N 1.090 1.199 1.055
4 C 0.883 -1.138 1.180
5 C -0.253 -0.476 1.964
6 C -0.264 0.983 1.453
7 C 1.447 -0.008 0.312
8 H 1.664 -1.548 1.830
9 H 0.858 0.039 -0.593
10 H -2.142 -1.450 -1.036
11 H -3.146 -0.770 -1.789
12 H 1.293 2.075 0.599
13 H 0.941 0.995 -4.224
14 H -0.734 1.721 2.099
15 H 0.633 -2.013 0.571
16 H -1.272 -0.856 1.910
17 H -0.961 0.949 0.574
18 H 2.514 -0.033 0.110
19 H -0.457 1.108 -3.708
20 H 0.003 -0.476 3.028



(7)
Formula: C4H13NO2
Source: the Open Molecules 2025 dataset
Level of theory: the ωB97M-V functional and the def2-TZVPD basis

As for the frontier orbital gap: 9.58 eV. As for the structure (SMILES): C=CNCC.O.O. Its charge is 0.

Cartesian coordinates (Å):
1 O 1.286 -2.779 1.452
2 O 2.787 -0.527 1.070
3 N -1.685 1.273 -1.330
4 C -2.055 -0.401 0.355
5 C -2.069 -0.036 -0.913
6 C 0.596 1.687 -0.062
7 C -0.113 1.477 -1.404
8 H -2.568 -1.361 0.570
9 H 0.972 -2.923 0.549
10 H 2.912 -1.470 1.206
11 H 1.018 2.653 0.183
12 H -1.587 -0.065 1.211
13 H 0.108 1.533 0.873
14 H 0.269 0.649 -1.940
15 H 1.995 -0.210 1.508
16 H 1.571 1.135 -0.115
17 H 0.066 2.239 -2.083
18 H 0.504 -2.245 1.787
19 H -2.206 -0.728 -1.821
20 H -1.995 1.978 -0.648



(8)
Formula: C4H13NO2
Source: the Open Molecules 2025 dataset
Level of theory: the ωB97M-V functional and the def2-TZVPD basis

As for the frontier orbital gap: 10.12 eV. As for the structure (SMILES): C[C@H](N)CCO.O. Its charge is 0.

Cartesian coordinates (Å):
1 O 0.714 1.302 2.027
2 O -3.593 -2.344 1.115
3 N -0.831 0.834 -0.533
4 C 0.434 -0.039 -0.542
5 C 1.619 1.632 0.977
6 C 0.494 -0.961 -1.719
7 C 1.755 0.602 -0.144
8 H 2.522 1.915 1.514
9 H 0.940 -0.522 -2.615
10 H 0.223 -0.638 0.343
11 H 1.127 -1.838 -1.502
12 H -1.264 0.688 -1.435
13 H 1.312 2.564 0.476
14 H -0.144 1.356 1.643
15 H -1.403 0.421 0.193
16 H -0.423 -1.489 -1.973
17 H 2.338 -0.264 0.188
18 H -3.852 -1.476 1.443
19 H 2.308 1.185 -0.888
20 H -4.277 -2.928 1.432



Molecular weight list, top to bottom, in g/mol: 107.15 107.15 107.15 107.15 107.15 107.15 107.15 107.15
E_tot list, top to bottom, in eV: -9940.6997 -9942.1032 -9941.4629 -9941.3110 -9941.3258 -9943.2895 -9941.5297 -9943.0775